1.
The following is a quantum chemistry calculation of a molecular structure, C4H5NO, from the OMol25 dataset.

Calculated values
Strongest force on any atom ... 0.5 eV/Å
LUMO ... -0.151 eV

Geometry as ORCA input:
```
! wB97M-V def2-TZVPD RIJCOSX def2/J DEFGRID3
* xyz 0 1
N -0.7663 -0.1756 1.9330
C -0.2013 0.0596 0.8325
C -0.4538 -0.4799 -0.4938
C 0.1262 -0.2287 -1.5957
C 1.0744 0.7654 -0.9409
O 0.8262 0.8927 0.5294
H -0.3479 0.3721 2.6828
H -1.4756 -1.8466 -0.2472
H -1.9788 -1.2855 -0.3926
H 0.9435 1.7657 -1.3584
H 2.1132 0.4464 -1.0467
*
```

=====

2.
The following is a quantum chemistry calculation of 2 unconnected molecules or ions with the total composition C7H10, from the OMol25 dataset.

Calculated values
Strongest force on any atom ... 0.6 eV/Å
LUMO ... 0.415 eV

Geometry as ORCA input:
```
! wB97M-V def2-TZVPD RIJCOSX def2/J DEFGRID3
* xyz 0 1
C 1.4939 -0.4166 1.2863
C 1.4300 0.8417 0.4082
C 1.4887 -0.6102 -0.1731
C 0.2350 -1.1192 -0.7710
C -0.9355 -0.5809 -0.4293
C -1.0067 0.7304 0.3199
C 0.2082 1.5967 0.3711
H 2.4074 -0.5488 1.8552
H 0.5808 -0.6830 1.8126
H 2.3700 1.3884 0.3614
H 2.4294 -0.8702 -0.6503
H 0.2985 -1.9599 -1.4577
H -1.8639 -1.0204 -0.7829
H -3.2007 0.3660 -1.6590
H -1.8787 1.3046 -0.0077
H -1.1859 0.5926 1.4047
H -2.8704 0.9887 -1.8885
*
```

=====

3.
The following is a quantum chemistry calculation of a molecular structure, C24H28Cl3CoF9IN2O9P at a distorted geometry, from the OMol25 dataset.

Calculated values
Strongest force on any atom ... 2.0 eV/Å
LUMO (alpha / beta) ... 1.543 / 1.831 eV

Geometry as ORCA input:
```
! wB97M-V def2-TZVPD RIJCOSX def2/J DEFGRID3
* xyz -1 1
Co 0.0495 0.4417 -0.2458
Cl 0.2615 -3.9817 -6.0746
C 0.4426 -2.8113 -4.7931
C 1.0806 -3.1804 -3.6242
C 1.2185 -2.2537 -2.6116
Cl 2.0250 -2.7362 -1.1707
C 0.7439 -0.9231 -2.7270
O 0.9941 0.0115 -1.8585
C 0.0934 -0.6146 -3.9479
Cl -0.4976 0.9860 -4.1901
C -0.0552 -1.5337 -4.9663
H 1.4580 -4.1855 -3.4946
H -0.5566 -1.2524 -5.8817
C 4.1066 0.3271 -2.0583
C 4.5470 0.2777 -0.6058
C 5.7490 -0.6361 -0.4245
C 4.8639 1.6760 -0.0843
O 3.4939 -0.3622 0.1566
P 2.2927 0.2839 0.9697
O 1.7932 1.5555 0.3285
O 1.1483 -0.7053 0.9979
O 2.9625 0.5492 2.3827
C 3.2378 -0.4653 3.3940
C 3.7767 -1.7569 2.7790
C 1.9657 -0.7493 4.1809
C 4.2933 0.1805 4.2697
H 4.8792 0.8082 -2.6652
H 3.1757 0.8895 -2.1438
H 3.9304 -0.6839 -2.4341
H 6.5711 -0.3074 -1.0649
H 5.4794 -1.6606 -0.6927
H 6.0853 -0.6239 0.6153
H 5.7923 2.0177 -0.5440
H 4.9936 1.6608 1.0011
H 4.0636 2.3772 -0.3240
H 3.0462 -2.2043 2.1005
H 3.9769 -2.4660 3.5843
H 4.6981 -1.5779 2.2232
H 1.1677 -1.0764 3.5129
H 1.6184 0.1468 4.6952
H 2.1688 -1.5308 4.9184
H 5.2141 0.3434 3.7035
H 4.5123 -0.4630 5.1249
H 3.9348 1.1448 4.6378
F -1.8256 -3.4322 -0.4414
C -2.4706 -2.6881 -1.3508
F -1.8082 -2.7995 -2.5006
F -3.6840 -3.2282 -1.5503
C -2.5190 -1.1990 -0.8659
O -1.2537 -0.7468 -0.9884
C -3.5111 -0.4153 -1.7966
F -3.2512 -0.6677 -3.0866
F -3.3924 0.9019 -1.6275
F -4.7994 -0.7425 -1.5785
C -3.1118 -1.2333 0.5968
F -3.9043 -2.3049 0.8036
F -2.1292 -1.2857 1.4835
F -3.8797 -0.1690 0.8492
N 0.8263 3.6320 2.1679
C 0.5896 2.7548 3.1907
O 0.3805 1.5840 3.0013
C 0.6165 3.3296 4.5991
I -0.9724 4.7154 4.9546
H 1.1151 3.1887 1.2998
H 1.1722 4.5508 2.3766
H 1.5336 3.8798 4.7902
H 0.4948 2.5265 5.3129
O -0.4818 2.2996 -1.3671
C -1.2313 2.5825 -0.4199
C -2.0735 3.8228 -0.2482
C -2.7287 3.5750 1.1095
C -2.1085 2.2638 1.6136
O -2.3193 1.8082 2.7112
N -1.3198 1.7309 0.6015
H -2.7766 3.8959 -1.0775
H -1.4283 4.7015 -0.2724
H -3.8067 3.4245 1.0394
H -2.5405 4.3536 1.8476
*
```

=====

What did the first record say?
The following is a quantum chemistry calculation of a molecular structure, C4H5NO, from the OMol25 dataset.

Calculated values
Strongest force on any atom ... 0.5 eV/Å
LUMO ... -0.151 eV

Geometry as ORCA input:
```
! wB97M-V def2-TZVPD RIJCOSX def2/J DEFGRID3
* xyz 0 1
N -0.7663 -0.1756 1.9330
C -0.2013 0.0596 0.8325
C -0.4538 -0.4799 -0.4938
C 0.1262 -0.2287 -1.5957
C 1.0744 0.7654 -0.9409
O 0.8262 0.8927 0.5294
H -0.3479 0.3721 2.6828
H -1.4756 -1.8466 -0.2472
H -1.9788 -1.2855 -0.3926
H 0.9435 1.7657 -1.3584
H 2.1132 0.4464 -1.0467
*
```

=====

- Which value of strongest force on any atom does entry 2 give?
  0.6 eV/Å

=====

- Number 3 is which compound?
  C24H28Cl3CoF9IN2O9P